DFT (the ωB97M-V functional and the def2-TZVPD basis) results for an isolated molecule of C5H5N3 in a non-equilibrium geometry.

XYZ file:
```
13
Properties=species:S:1:pos:R:3:mulliken_charge:R:1
C -3.0271 0.5558 -0.6426 0.077
C -2.1528 -0.0429 -0.0548 -0.465
C -1.0599 -0.7506 0.6569 -0.610
C 0.3230 -0.3128 0.2493 0.490
N 0.7845 0.9489 0.5402 -0.549
C 2.0117 0.9290 0.0610 -0.024
N 2.2764 -0.2898 -0.4649 0.147
N 1.1098 -1.0212 -0.5087 -0.625
H -3.6583 1.1487 -1.2406 0.432
H -1.0868 -0.5008 1.7341 0.243
H -1.3020 -1.7916 0.6407 0.313
H 2.7009 1.7761 -0.0556 0.375
H 3.0806 -0.6488 -0.9149 0.197
```

Computed properties:
Energy above the lowest of the compared OMol25 structures with the same formula, charge and spin (kJ/mol): 150.1
SMILES: C#CCc1nc[nH]n1
E_HOMO (Eh): -0.36423
Lowest unoccupied orbital energy (eV): 0.92
E (Eh): -357.71545
Total charge: 0
Kohn-Sham gap (eV): 10.831



DFT (the ωB97M-V functional and the def2-TZVPD basis) results for a structure of composition C5H5N3 in a non-equilibrium geometry.

XYZ file:
```
13
Properties=species:S:1:pos:R:3:mulliken_charge:R:1
C -0.7810 2.6329 0.7014 -0.053
C -0.3481 0.6775 1.1203 0.348
C 0.0301 -0.7104 1.3263 -0.624
C 0.3827 -1.2342 0.1292 -0.315
C 0.0867 -0.2078 -1.0355 -0.401
N -0.7875 1.7655 1.7181 -0.613
N -0.5085 2.1868 -0.4943 -1.076
N -0.2989 0.8868 -0.2930 0.807
H -1.0372 3.6541 1.0235 0.422
H 0.0504 -1.3102 2.1611 0.475
H 0.5968 -2.2403 -0.2569 0.362
H 0.8323 -0.1454 -1.7238 0.406
H -0.6390 -0.7512 -1.6505 0.260
```

Computed properties:
Energy above the lowest of the compared OMol25 structures with the same formula, charge and spin (kJ/mol): 100.4
E_HOMO (Eh): -0.33102
Lowest unoccupied orbital energy (eV): 0.62
E (Eh): -357.73437
Total charge: 0
Kohn-Sham gap (eV): 9.626



DFT (the ωB97M-V functional and the def2-TZVPD basis) results for an isolated molecule of C5H5N3O4 in a non-equilibrium geometry.

XYZ file:
```
17
Properties=species:S:1:pos:R:3:mulliken_charge:R:1
C -0.4816 0.7532 0.9654 0.056
C -1.1829 1.5064 1.8151 -0.617
C 0.7566 1.5345 0.7297 0.813
C 0.8340 -0.7319 -2.7740 0.055
C 1.5714 -0.0230 -0.6568 -0.288
N 0.7557 2.5621 1.5429 -0.486
N 0.5262 -2.5818 -1.9419 -0.597
N 1.4459 -2.0644 -2.5974 0.866
O 2.4332 -2.4368 -3.1856 -0.687
O -0.4222 2.5523 2.2142 -0.129
O 1.7864 1.1857 -0.0596 -0.366
O 0.9686 0.2787 -1.9393 -0.178
H -0.8589 -0.3086 0.6209 0.171
H -2.1095 1.4048 2.4401 0.375
H 0.2466 -0.4479 -3.6941 0.347
H 2.5919 -0.4867 -0.7954 0.355
H 0.8922 -0.7052 -0.0931 0.310
```

Computed properties:
Energy above the lowest of the compared OMol25 structures with the same formula, charge and spin (kJ/mol): 628.9
E_HOMO (Eh): -0.35494
Lowest unoccupied orbital energy (eV): -0.47
E (Eh): -658.47219
Total charge: 0
Kohn-Sham gap (eV): 9.193



DFT (the ωB97M-V functional and the def2-TZVPD basis) results for a cluster of 2 separate species, C5H5N5O2 in total in a non-equilibrium geometry.

XYZ file:
```
17
Properties=species:S:1:pos:R:3:mulliken_charge:R:1
N -1.5593 3.9420 0.5246 -0.486
C -1.1892 2.8474 0.4113 0.205
C -0.5304 1.5984 0.7445 -0.122
C -1.3560 0.4158 0.1697 0.147
N -2.4007 0.8123 -0.6029 -0.352
O -3.2364 -0.2146 -0.6320 -0.019
N -2.6709 -1.3203 -0.1407 -0.456
C -1.5172 -1.0351 0.3965 0.318
N -0.7398 -1.9313 1.1427 -0.493
H 0.5441 1.6789 0.6507 0.505
H -0.7498 1.6856 1.8378 0.290
H 0.2884 -1.7615 1.0076 0.292
H -1.0682 -2.9668 1.1049 0.302
C 0.5788 0.6630 -1.1037 -0.414
N 1.4273 -0.0277 -0.7475 0.550
O 1.9685 -0.8092 -0.0152 -0.663
H 0.3447 1.4444 -1.8016 0.395
```

Computed properties:
Energy above the lowest of the compared OMol25 structures with the same formula, charge and spin (kJ/mol): 798.1
SMILES: N#CCc1nonc1N.C#[N+][O-]
E_HOMO (Eh): -0.35617
Lowest unoccupied orbital energy (eV): -0.29
E (Eh): -617.52825
Total charge: 0
Kohn-Sham gap (eV): 9.404